Molecular formula: C45H36Cl6MoNO3P2
Method: DFT, the ωB97M-V functional and the def2-TZVPD basis

Summary:
Molar mass: 1009.393 g/mol
Orbital gap (alpha / beta): 6.91 / 6.64 eV
2S+1: 3
E_LUMO (alpha / beta): -3.9 / -4.4 eV
<S²>: 2.037
E: -5528.6274 hartree
Net charge: +1

Geometry as XYZ:
```
94
Properties=species:S:1:pos:R:3:forces:R:3
Mo 0.403 -0.409 0.074 0.4338 -0.9489 -0.2636
Cl -0.147 -0.159 3.720 0.1712 0.0172 -0.0337
C 1.310 0.536 3.079 -0.0355 -0.1443 0.1449
C 1.500 0.561 1.712 -0.1841 -0.2114 -0.0525
C 2.677 1.102 1.226 0.0642 0.0449 -0.1568
Cl 2.811 1.195 -0.521 0.0180 0.1119 0.3143
C 3.693 1.555 2.050 0.0839 0.0098 -0.0582
Cl 5.143 2.169 1.383 -0.0115 0.0020 0.0068
C 3.501 1.487 3.431 -0.0398 -0.0239 0.0374
Cl 4.736 2.023 4.484 -0.0153 -0.0161 0.0071
C 2.303 0.982 3.949 0.0404 0.0038 0.0569
Cl 2.079 0.880 5.645 0.0036 -0.0049 -0.0321
C -1.778 2.813 -2.083 -0.1089 -0.1652 -0.0794
N -1.824 1.326 -2.017 0.2468 0.0497 0.2124
P -2.082 0.485 -0.550 -0.4373 -0.0660 -0.2757
C -3.465 -0.658 -0.865 0.0361 0.0845 -0.1671
C -3.770 -1.675 0.029 -0.0779 0.0597 0.0624
C -4.953 -2.391 -0.118 0.0144 0.0540 -0.0316
C -5.814 -2.109 -1.168 0.0184 0.0367 -0.0074
C -5.507 -1.092 -2.065 0.0246 -0.0142 0.0431
C -4.342 -0.357 -1.905 -0.0523 -0.0774 -0.0435
C -2.957 1.592 0.591 0.1830 -0.0152 0.0832
C -2.761 1.381 1.951 0.0347 0.0819 0.0020
C -3.494 2.096 2.889 -0.0135 0.0058 -0.0171
C -4.436 3.021 2.466 0.0133 -0.0078 0.0027
C -4.655 3.214 1.107 0.0019 0.0066 -0.0237
C -3.927 2.500 0.169 -0.1067 -0.0249 0.0415
P -0.442 0.598 -2.856 -0.1445 0.0619 0.0916
C -0.731 1.117 -4.570 -0.0205 -0.0708 -0.0206
C 0.351 1.000 -5.442 0.0084 0.0707 -0.0115
C 0.193 1.280 -6.792 -0.0376 0.0041 0.0126
C -1.042 1.699 -7.272 0.0253 -0.0080 0.0400
C -2.117 1.834 -6.404 0.0243 -0.0019 0.0556
C -1.966 1.538 -5.055 -0.0638 -0.0040 -0.1176
C -0.955 -1.145 -2.856 0.2779 -0.2024 0.0813
C -0.123 -2.041 -1.982 -0.2157 0.0595 0.2153
C -0.471 -3.573 -1.965 -0.3053 0.0222 0.0914
C -1.623 -3.948 -2.854 0.1554 -0.0655 0.0428
C -2.324 -3.062 -3.556 0.0144 0.2620 -0.0652
C -1.967 -1.636 -3.570 -0.2420 -0.2791 -0.1876
H -1.726 3.278 -1.106 -0.0235 0.0132 0.1024
H -2.654 3.195 -2.605 -0.0106 -0.0120 -0.0140
H -0.899 3.127 -2.648 0.0466 -0.0141 0.0081
H -3.101 -1.897 0.853 -0.0223 0.0085 -0.0329
H -5.208 -3.169 0.590 0.0233 0.0350 -0.0283
H -6.730 -2.677 -1.284 0.0303 0.0256 0.0093
H -6.182 -0.862 -2.881 0.0241 -0.0100 0.0342
H -4.108 0.448 -2.591 0.0127 -0.0400 0.0153
H -2.034 0.653 2.284 0.0227 0.0366 -0.0072
H -3.323 1.933 3.945 -0.0041 -0.0162 -0.0163
H -5.007 3.585 3.192 0.0220 -0.0212 -0.0309
H -5.405 3.920 0.775 0.0136 -0.0003 0.0035
H -4.139 2.642 -0.881 0.0183 -0.0050 -0.0510
H 1.322 0.695 -5.065 -0.0348 -0.0082 -0.0071
H 1.033 1.178 -7.466 -0.0244 0.0130 0.0272
H -1.164 1.928 -8.323 0.0046 -0.0075 0.0284
H -3.077 2.168 -6.777 0.0117 -0.0106 0.0031
H -2.813 1.627 -4.385 0.0326 0.0019 -0.0113
H 0.940 -1.863 -2.140 0.1218 -0.0646 0.0186
H 0.396 -4.211 -2.149 0.0303 0.0332 0.0064
H -1.865 -5.004 -2.920 -0.0001 0.0498 0.0339
H -3.151 -3.390 -4.174 0.0270 0.0360 0.0182
H -2.546 -0.976 -4.209 0.0356 -0.0624 0.0147
C -1.063 -4.013 1.930 -0.1072 0.0666 0.0405
C -1.170 -4.550 0.505 -0.0749 -0.0022 -0.0430
C -2.591 -5.079 0.261 0.0037 -0.0497 0.0477
C -0.168 -5.696 0.311 0.0674 -0.0168 -0.0100
C -0.826 -3.471 -0.478 0.0519 -0.2211 -0.1938
C -0.567 -2.172 -0.439 -0.0721 0.8092 0.1998
H -1.323 -4.797 2.645 -0.0062 0.0324 -0.0325
H -1.743 -3.170 2.094 0.0894 -0.0519 -0.0083
H -0.046 -3.688 2.142 0.0276 0.0071 0.0168
H -2.774 -5.933 0.917 0.0131 0.0325 -0.0272
H -2.737 -5.407 -0.769 0.0229 0.0037 0.0317
H -3.336 -4.316 0.480 0.0433 -0.0446 -0.0206
H -0.302 -6.435 1.104 -0.0047 0.0083 -0.0405
H 0.863 -5.337 0.352 -0.0209 -0.0057 0.0284
H -0.318 -6.204 -0.646 0.0089 0.0414 0.0154
Cl 4.171 -3.434 6.298 -0.0116 0.0287 -0.0603
C 3.868 -2.987 4.652 0.0495 -0.0247 0.0905
C 4.935 -2.856 3.774 0.0502 0.0137 -0.0467
C 4.689 -2.493 2.461 0.0939 0.0216 0.0910
C 3.386 -2.266 2.028 -0.0339 -0.0630 -0.0225
C 2.334 -2.414 2.919 -0.0587 -0.0835 0.0986
C 2.564 -2.770 4.238 -0.0603 0.0219 -0.0295
C 3.191 -1.837 0.619 -0.6321 0.3962 -0.1926
O 4.104 -1.640 -0.131 0.2374 -0.1021 -0.2384
O 1.910 -1.627 0.204 0.5832 -0.3479 0.2279
H 5.943 -3.036 4.122 -0.0274 0.0103 -0.0079
H 5.503 -2.371 1.760 -0.0089 -0.0151 0.0071
H 1.323 -2.248 2.584 -0.0729 0.0281 -0.0331
H 1.748 -2.875 4.940 0.0192 -0.0037 -0.0296
O -0.023 2.697 0.509 -0.0374 0.3025 0.0249
C 0.105 1.589 0.330 -0.2714 0.5302 -0.0086
```
Forces are in eV/Å.